Entry from OMol25: 18 unconnected molecules or ions with the total composition C54H108O54 (ωB97M-V/def2-TZVPD).

ORCA input file:
```
! RIJCOSX wB97M-V def2-TZVPD def2/J DEFGRID3
* xyz 0 1
C 3.14 -1.76 4.78
O 4.10 -1.61 3.75
C 3.85 -1.90 2.49
O 2.73 -2.13 2.05
O 4.98 -1.88 1.79
C 4.90 -2.30 0.45
H 2.36 -1.01 4.66
H 3.59 -1.37 5.69
H 2.71 -2.76 4.88
H 4.63 -3.35 0.35
H 5.84 -2.29 -0.11
H 4.14 -1.78 -0.13
C -4.03 -3.94 0.99
O -4.07 -3.21 2.22
C -4.53 -3.81 3.37
O -4.85 -4.98 3.53
O -4.73 -2.82 4.40
C -5.26 -3.17 5.66
H -4.97 -4.31 0.58
H -3.42 -4.79 1.31
H -3.38 -3.68 0.16
H -5.84 -2.28 5.90
H -4.52 -3.22 6.46
H -5.94 -4.02 5.54
C -1.87 -0.78 -0.56
O -0.55 -1.05 -0.94
C 0.38 -0.09 -0.96
O 0.15 1.11 -0.76
O 1.56 -0.61 -1.29
C 2.74 0.14 -1.15
H -2.40 -0.36 -1.42
H -1.99 -0.05 0.24
H -2.33 -1.69 -0.17
H 2.58 1.15 -1.51
H 3.59 -0.34 -1.64
H 2.97 0.40 -0.12
C -4.81 5.93 -1.83
O -4.99 4.84 -2.69
C -5.28 3.59 -2.20
O -5.39 3.33 -0.98
O -5.42 2.82 -3.20
C -5.54 1.41 -3.08
H -5.07 6.82 -2.40
H -3.74 5.92 -1.61
H -5.40 5.89 -0.92
H -4.64 0.99 -2.63
H -5.60 0.97 -4.07
H -6.47 1.08 -2.62
C -2.26 -5.13 -2.07
O -1.14 -4.84 -1.24
C 0.10 -4.78 -1.77
O 0.39 -4.84 -2.96
O 0.92 -4.66 -0.75
C 2.23 -4.29 -1.01
H -3.15 -5.30 -1.46
H -2.12 -6.04 -2.65
H -2.41 -4.38 -2.84
H 2.72 -5.05 -1.63
H 2.90 -4.21 -0.16
H 2.36 -3.37 -1.57
C 2.06 0.83 -4.55
O 3.12 0.67 -5.46
C 3.01 -0.18 -6.54
O 1.99 -0.73 -6.89
O 4.15 -0.36 -7.11
C 4.36 -1.17 -8.23
H 1.48 -0.03 -4.24
H 1.35 1.60 -4.86
H 2.40 1.28 -3.62
H 4.81 -2.06 -7.78
H 5.08 -0.84 -8.98
H 3.56 -1.55 -8.86
C 7.19 0.63 2.70
O 6.42 1.25 1.67
C 6.69 1.08 0.35
O 7.50 0.29 -0.19
O 5.81 1.71 -0.34
C 5.79 1.73 -1.75
H 8.21 1.01 2.83
H 7.23 -0.40 2.34
H 6.61 0.61 3.62
H 6.74 2.15 -2.07
H 4.95 2.38 -2.01
H 5.67 0.73 -2.15
C -5.65 5.69 4.63
O -5.37 4.61 3.68
C -4.07 4.40 3.40
O -3.06 4.99 3.79
O -4.05 3.33 2.53
C -2.88 2.88 1.87
H -6.62 5.53 5.09
H -5.55 6.68 4.19
H -5.02 5.62 5.52
H -2.65 3.43 0.96
H -3.07 1.83 1.64
H -2.05 2.93 2.58
C -1.48 0.01 -7.44
O -1.06 0.89 -6.44
C -1.73 0.98 -5.28
O -2.78 0.33 -5.00
O -1.08 1.89 -4.59
C -1.66 2.21 -3.30
H -0.89 0.12 -8.35
H -2.53 0.15 -7.71
H -1.57 -1.02 -7.08
H -2.56 2.81 -3.41
H -0.94 2.82 -2.75
H -1.88 1.37 -2.65
C -4.91 0.08 1.50
O -5.00 -0.20 0.15
C -5.62 -1.25 -0.36
O -6.35 -1.96 0.27
O -5.21 -1.43 -1.62
C -5.34 -2.64 -2.31
H -5.29 1.08 1.72
H -3.85 0.02 1.76
H -5.26 -0.70 2.17
H -6.18 -2.63 -3.01
H -5.58 -3.47 -1.65
H -4.39 -2.85 -2.81
C 4.35 10.09 -1.34
O 4.51 8.72 -1.58
C 4.37 7.88 -0.59
O 4.13 8.16 0.60
O 4.62 6.68 -1.12
C 4.84 5.61 -0.25
H 3.27 10.14 -1.18
H 4.65 10.67 -2.22
H 4.99 10.50 -0.56
H 5.83 5.70 0.18
H 4.72 4.69 -0.82
H 4.26 5.51 0.67
C 3.65 4.85 -4.89
O 3.39 4.84 -3.51
C 2.19 4.56 -3.08
O 1.14 4.39 -3.76
O 2.25 4.42 -1.72
C 1.07 4.36 -0.95
H 3.91 3.81 -5.10
H 4.46 5.54 -5.11
H 2.77 5.21 -5.43
H 1.33 4.51 0.10
H 0.47 3.45 -0.85
H 0.43 5.22 -1.14
C -4.11 0.26 5.28
O -4.35 -0.06 6.65
C -3.35 -0.08 7.49
O -2.19 0.24 7.18
O -3.70 -0.61 8.70
C -2.68 -0.63 9.69
H -3.40 -0.45 4.87
H -3.63 1.24 5.29
H -5.00 0.25 4.64
H -1.96 -1.45 9.66
H -3.08 -0.41 10.68
H -2.00 0.21 9.61
C 7.46 -1.64 -2.55
O 6.57 -1.94 -3.62
C 5.48 -2.52 -3.38
O 5.15 -3.05 -2.32
O 4.73 -2.48 -4.48
C 3.41 -3.01 -4.38
H 7.70 -2.57 -2.03
H 6.78 -1.02 -1.97
H 8.33 -1.04 -2.81
H 2.93 -2.75 -3.44
H 3.34 -4.09 -4.37
H 2.75 -2.81 -5.23
C -0.45 -6.23 2.25
O -1.34 -6.65 3.25
C -1.10 -6.24 4.51
O -0.14 -5.63 4.95
O -2.15 -6.70 5.19
C -2.20 -6.54 6.58
H 0.58 -6.18 2.58
H -0.52 -5.32 1.66
H -0.44 -7.12 1.61
H -2.55 -7.46 7.05
H -3.00 -5.85 6.80
H -1.31 -6.24 7.14
C 4.22 2.88 6.35
O 3.75 1.88 5.47
C 3.10 2.28 4.39
O 2.73 3.42 4.18
O 3.08 1.30 3.46
C 2.44 1.44 2.22
H 4.22 2.57 7.40
H 3.63 3.79 6.41
H 5.20 3.25 6.06
H 1.38 1.68 2.33
H 2.47 0.50 1.67
H 2.86 2.11 1.47
C -1.16 -3.55 -5.46
O -2.34 -2.97 -6.05
C -3.53 -3.48 -5.61
O -3.58 -4.40 -4.75
O -4.46 -2.88 -6.23
C -5.79 -3.24 -6.00
H -0.72 -2.87 -4.73
H -0.41 -3.71 -6.24
H -1.31 -4.50 -4.95
H -6.00 -3.10 -4.94
H -5.97 -4.28 -6.27
H -6.61 -2.72 -6.52
C -0.68 1.88 4.86
O -0.17 0.53 4.74
C -0.77 -0.37 3.85
O -1.77 -0.19 3.16
O 0.07 -1.40 3.65
C -0.27 -2.47 2.79
H -1.57 1.87 5.48
H -0.71 2.40 3.90
H 0.13 2.34 5.42
H 0.06 -2.22 1.78
H -1.35 -2.62 2.83
H 0.20 -3.39 3.14
*
```

* gap between HOMO and LUMO: 11.0 eV
* molecular weight: 1621.40 g mol⁻¹

Entry from OMol25: a gas-phase ion, CH4N3O2S (charge +1) (ωB97M-V/def2-TZVPD).

ORCA input file:
```
! RIJCOSX wB97M-V def2-TZVPD def2/J DEFGRID3
* xyz 1 1
C 0.68 -0.28 0.06
N 0.90 0.98 -0.09
N 1.68 -1.18 0.02
N -2.47 0.34 0.00
O -2.09 1.44 -0.17
O -3.51 -0.21 0.10
S -0.90 -0.96 -0.14
H 1.74 1.47 0.18
H 0.09 1.59 -0.24
H 2.65 -1.09 0.36
H 1.24 -2.10 -0.09
*
```

* gap between HOMO and LUMO: 9.3 eV
* molecular weight: 122.13 g mol⁻¹

Entry from OMol25: C4H6BrP in the gas phase (ωB97M-V/def2-TZVPD).

ORCA input file:
```
! RIJCOSX wB97M-V def2-TZVPD def2/J DEFGRID3
* xyz 0 3
C -1.89 0.19 -0.73
C 1.40 -1.22 0.14
C 1.21 0.07 -0.02
C 0.35 0.94 0.78
P -1.40 1.52 0.19
Br -3.61 0.07 -1.39
H 1.96 -1.98 -0.43
H 0.62 -1.66 0.89
H 1.68 0.44 -0.93
H -1.38 -0.75 -1.07
H 0.04 0.61 1.72
H 1.02 1.77 0.86
*
```

* ⟨S²⟩: 2.0082
* gap between HOMO and LUMO (alpha / beta): 7.4 / 6.8 eV
* molecular weight: 164.97 g mol⁻¹

Respective energy relative to the best compared isomer or geometry (same formula, charge and spin) values: 430.66; 19.30; 247.43 kJ/mol.